[1]
Computed, not measured: the molecule C5H5NO2 in a non-equilibrium geometry, with the ωB97M-V functional and the def2-TZVPD basis.

Summary:
SMILES ... O=C1N[C@H]2C=CO[C@H]12
Relative energy (zero: lowest compared OMol25 entry of this formula, charge and spin) ... 6.4512 eV
Molar mass ... 111.10 u
DFT total energy ... -398.54140 hartree
LUMO energy ... 0.840 eV

```
13
Properties=species:S:1:pos:R:3:lowdin_charge:R:1
C -1.5202 -0.1076 0.1295 -0.423
C 0.2865 0.8061 -0.2990 -0.133
C 1.7888 0.8807 0.0240 -0.040
C 2.0809 -0.3666 0.0035 -0.138
C 0.0961 -0.4192 0.5733 -0.222
H -1.6371 1.7960 -0.2014 0.086
H 0.2818 0.1878 -1.3144 0.201
H 2.3425 1.7322 -0.3920 0.119
H 3.0840 -0.7568 -0.4153 0.166
H 0.3791 -0.5108 1.6819 0.184
N -1.1632 1.1169 0.2190 0.154
O -2.5359 -0.6351 -0.2780 0.097
O 0.9483 -1.2433 -0.1569 -0.054
```

[2]
Computed, not measured: a cluster of 2 separate species, C4H9NO2 in total, with the ωB97M-V functional and the def2-TZVPD basis.

Summary:
SMILES ... CN[C@@H]1OC1=O.C
Relative energy (zero: lowest compared OMol25 entry of this formula, charge and spin) ... 2.3470 eV
Molar mass ... 103.12 u
DFT total energy ... -362.99928 hartree
LUMO energy ... 0.704 eV

```
16
Properties=species:S:1:pos:R:3:lowdin_charge:R:1
C -2.4527 -0.1557 0.1022 -0.074
N -1.0589 -0.1110 -0.3100 -0.044
C -0.3572 1.0424 -0.2511 -0.120
C 0.7453 1.3293 -1.1644 -0.549
O -0.2818 1.9808 -1.6329 0.102
O 1.8858 1.1222 -1.4714 0.113
C 2.2571 -1.1214 0.8973 -0.050
H -2.5299 0.2602 1.1127 0.088
H -2.7779 -1.1978 0.1358 0.086
H -3.1177 0.4083 -0.5651 0.088
H -0.7680 -0.7614 -1.0283 0.147
H 1.1702 -1.0524 0.9750 -0.003
H -0.5734 1.6884 0.6007 0.157
H 2.6947 -0.1233 0.9656 0.021
H 2.5272 -1.5548 -0.0677 0.023
H 2.6371 -1.7537 1.7015 0.015
```

[3]
Computed, not measured: a cluster of 2 separate species, C11H21N2O2 in total in a non-equilibrium geometry, with the ωB97M-V functional and the def2-TZVPD basis.

Summary:
Relative energy (zero: lowest compared OMol25 entry of this formula, charge and spin) ... 2.4571 eV
Total charge ... -1
Molar mass ... 213.30 u
DFT total energy ... -691.57985 hartree
LUMO energy ... 3.024 eV

```
36
Properties=species:S:1:pos:R:3:lowdin_charge:R:1
C 2.8263 -1.0593 2.3206 -0.337
C 0.5169 1.2746 -0.3388 -0.129
C 1.9024 1.5979 0.2407 -0.156
C 0.1675 -2.5766 0.9791 -0.016
C 0.0698 -2.4782 3.5252 -0.074
C -0.4740 -0.3144 2.1985 -0.055
C -1.0334 -0.1524 -2.7659 -0.051
C -2.0249 1.5511 -1.2708 -0.065
C -0.9197 2.2703 -3.5175 -0.072
C 0.3344 -1.6502 2.2496 -0.601
C -0.9073 1.3241 -2.3268 -0.556
N 1.6966 -1.3658 2.2909 0.162
N 0.4032 1.5351 -1.6395 -0.287
O 1.4079 1.8929 -2.4685 -0.245
O 3.9390 -0.7423 2.1420 0.100
H 2.4499 2.5665 0.0464 0.068
H 2.6941 0.8269 -0.0656 0.080
H 1.8361 1.5113 1.2897 -0.001
H -0.8723 -2.7875 0.8748 0.066
H 0.4931 -1.9859 0.1427 0.073
H 0.7245 -3.4909 1.1579 0.070
H 0.6341 -2.1857 4.4538 0.076
H 0.5228 -3.4722 3.1992 0.075
H -0.9456 -2.7039 4.0547 0.097
H -0.1969 0.2470 1.1928 0.045
H -1.5055 -0.6129 2.1747 0.056
H -0.2958 0.3013 3.0737 0.069
H -1.3767 -0.6229 -1.9160 0.024
H -1.7676 -0.2292 -3.5616 0.061
H -0.1395 -0.5179 -3.2937 0.091
H -2.8041 2.1362 -1.7822 0.064
H -1.7959 1.9679 -0.3460 0.025
H -2.5592 0.5712 -1.0000 0.089
H -1.8877 1.8584 -4.1352 0.116
H -1.1363 3.2787 -3.1087 0.078
H 0.0236 2.2369 -4.0702 0.060
```

[4]
Computed, not measured: a cluster of 4 separate species, C3H12O4S in total in a non-equilibrium geometry, with the ωB97M-V functional and the def2-TZVPD basis.

Summary:
SMILES ... O=CCCS.O.O.O
Relative energy (zero: lowest compared OMol25 entry of this formula, charge and spin) ... 0.8045 eV
Molar mass ... 144.19 u
DFT total energy ... -820.60520 hartree
LUMO energy ... 0.032 eV

```
20
Properties=species:S:1:pos:R:3:lowdin_charge:R:1
O 0.1070 0.0636 -3.5766 0.071
C 0.2634 0.1970 -2.3985 -0.306
C -0.7650 0.0976 -1.3338 -0.268
C -0.6151 0.8402 -0.0632 -0.546
S -2.2243 1.2240 0.8237 0.701
H 1.2258 0.4720 -1.8965 0.119
H -0.9862 -0.9976 -1.2718 0.144
H -1.6326 0.5847 -1.8478 0.124
H 0.1074 0.4106 0.6491 0.050
H -0.2566 1.8390 -0.3562 0.075
H -2.4946 0.2351 1.6612 -0.182
H 1.9821 -1.2654 0.6952 0.019
H 2.5005 -1.6787 2.0872 0.048
O 1.7742 -1.8052 1.4668 -0.063
H 3.8866 0.2408 0.1439 0.060
H 3.5605 1.2927 1.1144 0.059
O 3.4449 0.3345 1.0073 -0.061
H -0.8009 -2.5038 1.6348 0.042
H -0.0935 -1.1707 2.0094 0.007
O -0.9097 -1.5537 1.6819 -0.091
```

[5]
Computed, not measured: the molecule C3H5N3OS in a non-equilibrium geometry, with the ωB97M-V functional and the def2-TZVPD basis.

Summary:
SMILES ... O=C1CNNC(=S)N1
Relative energy (zero: lowest compared OMol25 entry of this formula, charge and spin) ... 3.3827 eV
Molar mass ... 131.16 u
DFT total energy ... -754.91474 hartree
LUMO energy ... -0.065 eV

```
13
Properties=species:S:1:pos:R:3:lowdin_charge:R:1
C 0.1188 1.0766 -1.2452 -0.355
C -0.7645 0.0582 -1.9220 -0.093
C 0.0711 -0.3804 0.8476 -0.933
H -0.1870 -0.4519 -2.8309 0.159
H -1.6488 0.5725 -2.5369 0.174
H -2.0382 -0.7306 -0.6477 0.081
H -1.0237 -2.1875 0.8467 0.260
H 0.9656 1.5911 0.5729 0.202
N -1.1886 -1.0294 -0.9941 -0.115
N -0.4453 -1.4201 0.0252 -0.079
N 0.3078 0.7812 0.1667 0.045
O 0.7313 2.1116 -1.6879 0.017
S 0.6758 -0.5334 2.3520 0.638
```